Computed, not measured: a structure of composition C23H53CoN7O24S3 in a non-equilibrium geometry, with the ωB97M-V functional and the def2-TZVPD basis.

Each line ends with the Löwdin charge.
Geometry (Å):
Co: 15.18640 -19.32958 -8.10659  0.94
O: 16.25149 -19.47782 -9.93278  -0.33
C: 17.03163 -18.30559 -9.80452  -0.34
C: 16.43684 -17.04685 -9.14676  -0.36
O: 15.55323 -17.30720 -8.07971  -0.35
H: 17.51305 -18.17390 -10.78507  0.06
H: 17.90850 -18.54317 -9.18023  0.10
H: 15.93927 -16.43629 -9.92377  0.05
H: 17.17998 -16.30552 -8.81386  0.10
C: 19.49406 -16.69526 -11.21064  0.06
N: 20.11716 -17.99592 -11.55851  -0.43
O: 20.04411 -18.32699 -12.73192  0.06
O: 20.73327 -18.60499 -10.71794  0.08
H: 18.55735 -16.98794 -10.73206  0.05
H: 19.24863 -16.11255 -12.08998  0.09
H: 20.14264 -16.16365 -10.52162  0.11
C: 13.12164 -16.65051 -9.99604  0.06
N: 12.18074 -15.84406 -9.16277  -0.42
O: 11.97310 -16.32275 -8.06945  0.03
O: 11.73397 -14.79605 -9.56122  0.09
H: 13.97631 -16.85893 -9.35478  0.07
H: 13.46292 -16.16285 -10.90722  0.10
H: 12.40637 -17.39876 -10.34003  0.08
C: 20.70121 -18.04409 -7.45303  0.02
N: 20.66084 -19.50436 -7.16308  -0.42
O: 21.42653 -20.20713 -7.78045  0.10
O: 19.88875 -19.89435 -6.31318  0.07
H: 20.79326 -17.51944 -6.50302  0.06
H: 19.78072 -17.70538 -7.92515  0.10
H: 21.54126 -17.75099 -8.07374  0.11
C: 19.30375 -17.09799 -5.24703  -0.18
C: 17.98510 -16.43593 -5.57958  -0.16
O: 17.91406 -15.55475 -4.48050  -0.21
S: 18.18030 -16.35226 -3.06487  0.71
O: 16.96554 -17.01942 -2.60050  -0.26
O: 18.95888 -15.57102 -2.14873  -0.22
O: 19.16849 -17.42307 -3.83722  -0.19
H: 20.14160 -16.40634 -5.34532  0.14
H: 19.57559 -17.97880 -5.82793  0.05
H: 17.05776 -17.00764 -5.62292  0.11
H: 18.02817 -15.81275 -6.47282  0.13
C: 17.55758 -16.33381 -14.62251  -0.13
C: 17.38101 -14.83932 -14.81101  -0.19
O: 17.08474 -14.28218 -13.55261  -0.16
S: 16.09163 -15.29042 -12.77545  0.68
O: 14.77420 -15.36673 -13.33697  -0.22
O: 16.31126 -15.31240 -11.34815  -0.23
O: 16.85458 -16.59895 -13.38140  -0.27
H: 18.59027 -16.64807 -14.46340  0.12
H: 17.07109 -16.99077 -15.33959  0.14
H: 16.55266 -14.81502 -15.52843  0.13
H: 18.18198 -14.30571 -15.31449  0.14
C: 16.56895 -21.96118 -12.33299  -0.35
C: 16.98055 -22.32863 -10.91187  -0.12
O: 17.23410 -23.72650 -10.88130  -0.17
S: 17.85712 -24.17661 -12.32605  0.71
O: 17.08946 -25.28634 -12.83306  -0.23
O: 19.29247 -24.26206 -12.29060  -0.23
O: 17.43500 -22.79585 -13.10726  -0.14
H: 16.77546 -20.91711 -12.55041  -0.20
H: 15.54342 -22.24896 -12.57145  0.12
H: 16.20266 -22.01659 -10.21960  0.13
H: 17.89276 -21.78819 -10.65817  0.14
C: 13.01911 -19.44753 -10.42763  -0.31
O: 13.38422 -19.08579 -9.31788  -0.06
N: 11.73349 -19.60200 -10.78213  -0.15
C: 11.28620 -20.28484 -11.97679  -0.03
C: 10.64549 -19.27855 -9.86012  -0.03
H: 13.67791 -19.79534 -11.23608  0.10
H: 10.66362 -21.14922 -11.72306  0.10
H: 12.13715 -20.72309 -12.49536  0.06
H: 10.62494 -19.66918 -12.58569  0.10
H: 9.98101 -18.58071 -10.37846  0.10
H: 10.08625 -20.14092 -9.50298  0.10
H: 10.94122 -18.65849 -9.01339  0.07
C: 15.81171 -14.00907 -7.82411  -0.33
O: 16.76611 -13.35796 -8.23081  0.00
N: 14.76684 -13.44569 -7.19172  -0.17
C: 13.69512 -14.29537 -6.69746  -0.07
C: 14.60738 -12.01395 -7.06001  -0.04
H: 15.69091 -15.08474 -8.02931  0.10
H: 12.76666 -13.92598 -7.14188  0.08
H: 13.57068 -14.24469 -5.61261  0.09
H: 13.76875 -15.34339 -6.97641  0.05
H: 14.35012 -11.75107 -6.03117  0.09
H: 15.46772 -11.41369 -7.33599  0.09
H: 13.76009 -11.66217 -7.65520  0.09
C: 15.07552 -21.19803 -13.30059  -0.40
O: 13.86629 -21.31293 -13.29551  0.06
N: 15.74482 -20.10281 -12.86977  -0.06
C: 15.01078 -18.88008 -12.55702  0.00
C: 17.17498 -20.04496 -12.61478  -0.08
H: 15.81619 -21.93505 -13.65971  0.15
H: 13.98135 -19.07439 -12.26162  0.05
H: 15.13781 -18.20812 -13.39923  0.09
H: 15.41388 -18.45744 -11.63101  0.09
H: 17.60018 -19.10341 -12.95936  0.12
H: 17.31425 -19.98897 -11.52907  0.11
H: 17.73108 -20.90730 -12.97496  0.16
C: 13.01663 -19.00473 -6.09056  -0.28
O: 13.95504 -19.68381 -6.51680  -0.06
N: 13.09531 -17.92501 -5.32860  -0.14
C: 14.32219 -17.36962 -4.80409  -0.02
C: 11.86494 -17.21653 -4.94864  -0.02
H: 11.95916 -19.21465 -6.29879  0.15
H: 15.03319 -18.19509 -4.72000  0.10
H: 14.22135 -17.05329 -3.76740  0.10
H: 14.74613 -16.61742 -5.46866  0.08
H: 10.96389 -17.67699 -5.34985  0.09
H: 11.64880 -17.29522 -3.87990  0.10
H: 12.03092 -16.18030 -5.22506  0.08

Calculated values
Multiplicity = 4
HOMO-LUMO gap (spin up / spin down) = 8.564 / 8.383 eV
Lowest unoccupied orbital energy (spin up / spin down) = -0.11 / -0.29 eV